Entry from the OMol25 dataset: C24H21IMgN4O2S5 as an isolated structure (wB97M-V/def2-TZVPD).

**E_LUMO**: 3.9 eV
**Orbital gap**: 4.81 eV
**Spin multiplicity**: 1
**Charge**: -2
**Relative energy (zero: lowest compared OMol25 entry of this formula, charge and spin)**: 0.434 eV

Last column: Mulliken charge in e.
Geometry (Å):
Mg: -0.13 1.21 0.30  0.98
S: -5.01 -0.38 5.10  -0.40
C: -3.91 -0.91 3.96  0.06
S: -4.22 -2.29 2.98  -0.22
C: -2.78 -2.32 1.95  0.24
C: -1.88 -1.36 2.29  -0.69
S: -0.27 -1.08 1.69  -0.21
S: -2.38 -0.25 3.59  -0.11
S: -2.81 -3.54 0.72  -0.52
I: 2.84 0.38 1.36  0.22
C: 3.58 2.15 0.57  0.13
C: 4.89 2.42 0.77  -0.46
C: 5.52 3.62 0.31  -0.65
C: 4.72 4.60 -0.17  -0.83
C: 3.30 4.38 -0.34  0.93
C: 2.49 5.40 -0.82  -0.66
C: 1.13 5.24 -0.90  -1.04
C: 0.54 3.98 -0.56  0.02
C: 1.29 2.84 -0.19  -0.88
C: 2.71 3.11 -0.02  0.77
H: 5.49 1.67 1.33  0.25
H: 6.59 3.65 0.46  0.36
H: 5.05 5.60 -0.37  0.29
H: 2.94 6.35 -1.01  0.31
H: 0.49 6.03 -1.14  0.45
H: -0.52 3.81 -0.63  0.29
N: 0.44 -0.04 -1.61  -0.72
C: 0.68 -1.17 -1.52  0.53
N: 1.03 -2.41 -1.46  0.25
C: 2.44 -2.75 -1.55  -0.89
C: 2.85 -3.57 -0.38  -0.28
C: 2.01 -4.79 -0.21  -0.92
C: 0.50 -4.39 -0.20  -0.30
C: 0.06 -3.51 -1.35  -0.40
H: 3.05 -1.84 -1.62  0.45
H: 2.65 -3.33 -2.44  0.32
H: 2.83 -2.95 0.50  0.15
H: 3.90 -3.86 -0.51  0.31
H: 2.27 -5.15 0.79  0.34
H: 2.28 -5.60 -0.86  0.35
H: 0.24 -3.82 0.70  0.07
H: -0.14 -5.24 -0.12  0.43
H: -0.89 -3.01 -1.08  0.08
H: 0.04 -3.98 -2.35  0.24
C: -5.03 -0.63 -1.72  -0.89
N: -4.32 0.28 -0.82  0.23
C: -4.79 0.74 0.37  0.17
C: -3.97 1.53 1.15  -1.11
C: -2.57 1.62 0.79  0.98
O: -1.71 2.21 1.50  -0.67
N: -2.13 0.99 -0.30  -0.26
C: -2.94 0.48 -1.25  0.02
O: -2.64 0.27 -2.41  -0.70
H: -6.15 -0.68 -1.53  0.27
H: -4.62 -1.64 -1.59  0.28
H: -4.84 -0.41 -2.77  0.30
H: -5.84 0.44 0.56  0.27
H: -4.37 1.89 2.08  0.50



Entry from the OMol25 dataset: an isolated molecule of C24H21N3OS (wB97M-V/def2-TZVPD).

**E_LUMO**: 0.0 eV
**Orbital gap**: 8.34 eV
**Spin multiplicity**: 1
**Charge**: 0
**Relative energy (zero: lowest compared OMol25 entry of this formula, charge and spin)**: 1.406 eV

Last column: Mulliken charge in e.
Geometry (Å):
O: 1.64 2.07 0.21  -0.67
C: 0.83 1.31 0.71  -0.50
C: 1.09 0.65 2.01  0.47
C: 2.37 0.82 2.56  -0.74
C: 2.71 0.22 3.75  -0.66
C: 1.79 -0.56 4.42  -0.35
C: 0.51 -0.72 3.90  -0.99
C: 0.16 -0.12 2.70  0.20
C: -0.45 0.98 -0.04  1.23
C: -0.91 2.26 -0.77  -1.24
N: -2.31 2.20 -1.11  0.91
C: -2.93 2.46 -2.27  0.12
N: -4.22 2.30 -2.14  -0.60
C: -4.36 1.94 -0.86  -0.31
N: -3.23 1.87 -0.20  -0.95
C: -0.17 -0.15 -1.06  0.06
S: 0.19 -1.74 -0.20  -0.31
C: 1.89 -1.67 0.28  0.90
C: 2.24 -2.45 1.38  -0.59
C: 3.55 -2.47 1.83  -0.63
C: 4.51 -1.71 1.19  -0.49
C: 4.17 -0.94 0.09  -0.83
C: 2.86 -0.93 -0.37  -0.11
C: -1.35 -0.40 -1.96  -0.16
C: -1.25 -0.13 -3.32  -0.19
C: -2.33 -0.33 -4.15  -0.82
C: -3.52 -0.81 -3.64  -0.43
C: -3.62 -1.10 -2.29  -0.94
C: -2.54 -0.90 -1.45  -0.06
H: 3.08 1.43 2.01  0.47
H: 3.71 0.35 4.15  0.42
H: 2.05 -1.04 5.35  0.42
H: -0.21 -1.32 4.42  0.43
H: -0.84 -0.27 2.33  0.37
H: -1.26 0.68 0.63  0.45
H: -0.75 3.12 -0.10  0.44
H: -0.34 2.42 -1.69  0.14
H: -2.42 2.76 -3.16  0.46
H: -5.31 1.72 -0.41  0.44
H: 0.70 0.12 -1.65  0.66
H: 1.48 -3.04 1.87  0.41
H: 3.81 -3.08 2.68  0.41
H: 5.53 -1.71 1.55  0.41
H: 4.91 -0.35 -0.42  0.43
H: 2.63 -0.33 -1.24  0.29
H: -0.32 0.25 -3.73  0.39
H: -2.25 -0.11 -5.21  0.42
H: -4.37 -0.96 -4.29  0.38
H: -4.55 -1.48 -1.88  0.45
H: -2.62 -1.13 -0.40  0.39



Entry from the OMol25 dataset: C24H21N4O2SSn as an isolated structure (wB97M-V/def2-TZVPD).

**E_LUMO (spin up / spin down)**: -6.1 / -5.8 eV
**Orbital gap (spin up / spin down)**: 5.17 / 5.44 eV
**Spin multiplicity**: 1
**Charge**: +1

Last column: Mulliken charge in e.
Geometry (Å):
Sn: 0.09 -0.42 0.02  0.88
C: -0.06 -1.91 3.31  -1.68
C: -1.52 -1.71 3.05  1.09
C: -2.42 -2.68 3.43  -0.70
C: -3.79 -2.51 3.23  -0.66
C: -4.28 -1.34 2.66  -0.80
C: -3.45 -0.32 2.27  1.31
C: -4.02 0.90 1.62  -1.78
C: -2.02 -0.49 2.46  0.33
N: -1.12 0.39 2.00  -0.25
C: -1.17 1.75 2.16  -0.16
O: -1.74 2.32 3.07  -0.60
C: -0.30 2.52 1.21  0.50
C: -0.15 3.89 1.39  -0.69
C: 0.68 4.58 0.51  -0.44
C: 1.32 3.89 -0.50  -0.67
C: 1.11 2.53 -0.61  0.44
N: 0.32 1.87 0.23  0.18
C: 1.84 1.76 -1.68  -0.09
O: 2.57 2.33 -2.46  -0.60
N: 1.53 0.43 -1.75  -0.18
C: 2.27 -0.48 -2.41  0.39
C: 3.68 -0.61 -2.17  1.15
C: 4.40 0.29 -1.22  -1.46
C: 4.36 -1.61 -2.83  -0.88
C: 3.70 -2.46 -3.72  -0.65
C: 2.34 -2.33 -3.96  -0.75
C: 1.60 -1.37 -3.31  1.09
C: 0.13 -1.22 -3.58  -1.59
H: 0.09 -2.44 4.25  0.51
H: 0.47 -0.96 3.37  0.30
H: 0.39 -2.51 2.52  0.30
H: -2.05 -3.58 3.90  0.48
H: -4.47 -3.30 3.51  0.43
H: -5.35 -1.23 2.50  0.42
H: -5.04 0.70 1.29  0.46
H: -3.44 1.21 0.75  0.35
H: -4.03 1.72 2.33  0.43
H: -0.67 4.37 2.20  0.53
H: 0.81 5.65 0.63  0.47
H: 1.98 4.38 -1.21  0.54
H: 3.82 0.47 -0.31  0.24
H: 4.57 1.26 -1.70  0.33
H: 5.37 -0.13 -0.95  0.47
H: 5.42 -1.73 -2.65  0.43
H: 4.27 -3.24 -4.22  0.42
H: 1.85 -2.99 -4.67  0.47
H: -0.10 -1.52 -4.59  0.49
H: -0.20 -0.19 -3.43  0.32
H: -0.45 -1.85 -2.90  0.28
S: -4.41 -1.16 -1.12  -0.35
C: -2.92 -0.66 -1.01  0.56
N: -1.80 -0.27 -0.92  -0.63



Entry from the OMol25 dataset: C24H21N5O5S4Zn as an isolated structure (wB97M-V/def2-TZVPD).

**E_LUMO**: -0.8 eV
**Orbital gap**: 6.94 eV
**Spin multiplicity**: 1
**Charge**: 0

Last column: Mulliken charge in e.
Geometry (Å):
Zn: 0.56 -0.01 0.90  0.01
S: 3.85 -6.68 0.01  0.13
N: 4.49 -5.23 0.28  -0.67
C: 3.50 -4.39 0.53  0.93
C: 3.62 -2.97 0.76  0.31
C: 4.84 -2.28 0.75  -0.63
C: 4.83 -0.92 0.89  -0.77
C: 3.61 -0.26 1.04  -0.51
N: 2.45 -0.91 1.07  0.05
C: 2.44 -2.24 0.92  -0.20
C: 1.13 -2.89 0.91  -0.06
N: 0.06 -2.11 1.06  0.56
C: -1.15 -2.65 1.05  -0.29
C: -1.35 -4.02 0.92  -0.96
C: -0.26 -4.85 0.76  -0.57
C: 1.01 -4.28 0.73  0.27
C: 2.22 -5.03 0.50  0.99
N: 2.29 -6.32 0.22  -0.68
H: 5.75 -2.85 0.62  0.54
H: 5.74 -0.34 0.87  0.45
H: 3.54 0.81 1.12  0.55
H: -1.98 -1.96 1.16  0.46
H: -2.36 -4.42 0.93  0.43
H: -0.36 -5.92 0.64  0.56
C: -1.28 0.04 5.82  -0.71
O: -1.70 0.42 4.51  -0.29
C: -0.83 0.32 3.51  0.46
S: 0.73 -0.24 3.70  -0.40
S: -1.46 0.81 2.00  -0.43
H: -1.02 -1.02 5.85  0.32
H: -2.12 0.25 6.48  0.23
H: -0.40 0.62 6.13  0.34
C: -1.44 -6.08 -4.73  -1.40
C: -0.42 -5.02 -4.45  0.97
C: -0.73 -3.95 -3.60  -1.07
C: 0.18 -2.95 -3.34  0.00
C: 1.43 -3.01 -3.94  -0.18
C: 1.77 -4.06 -4.77  -0.47
C: 0.85 -5.06 -5.02  -0.79
S: 2.67 -1.76 -3.65  1.03
O: 2.77 -1.46 -2.26  -0.19
O: 3.85 -2.20 -4.34  -0.77
N: 2.17 -0.41 -4.43  -0.31
C: 1.11 0.51 -3.96  -0.51
C: 1.46 1.32 -2.69  -0.85
C: 1.00 0.81 -1.32  1.19
O: 1.46 1.41 -0.32  -0.79
O: 0.13 -0.10 -1.18  -0.68
H: -1.62 -6.69 -3.84  0.30
H: -1.11 -6.74 -5.54  0.37
H: -2.39 -5.63 -5.02  0.35
H: -1.72 -3.92 -3.16  0.42
H: -0.07 -2.12 -2.68  0.39
H: 2.76 -4.07 -5.22  0.52
H: 1.11 -5.88 -5.68  0.34
H: 2.14 -0.60 -5.42  0.29
H: 0.16 0.00 -3.80  0.21
H: 0.99 1.22 -4.78  0.47
H: 1.00 2.31 -2.77  0.48
H: 2.54 1.46 -2.64  0.24



Entry from the OMol25 dataset: C24H21N5O5V as an isolated structure (wB97M-V/def2-TZVPD).

**E_LUMO (spin up / spin down)**: -0.7 / -0.8 eV
**Orbital gap (spin up / spin down)**: 6.39 / 7.99 eV
**Spin multiplicity**: 4
**Charge**: 0
**Relative energy (zero: lowest compared OMol25 entry of this formula, charge and spin)**: 0.157 eV

Last column: Mulliken charge in e.
Geometry (Å):
V: 0.58 -0.48 -0.22  0.98
O: -0.65 0.21 -3.06  -0.56
C: -0.91 -1.13 -3.45  -0.47
C: 0.34 -1.98 -3.35  -1.26
N: 0.78 -2.13 -1.95  0.68
C: 0.18 -3.33 -1.35  -0.86
C: 0.37 -3.37 0.17  0.24
O: -0.03 -4.35 0.78  -0.73
O: 0.90 -2.32 0.68  -0.37
C: 2.26 -2.22 -1.94  -0.60
C: 2.87 -0.82 -2.02  0.39
O: 3.87 -0.63 -2.68  -0.72
O: 2.22 0.07 -1.33  -0.61
H: 0.29 0.28 -2.80  0.33
H: -1.71 -1.54 -2.82  0.19
H: -1.27 -1.13 -4.49  0.46
H: 0.18 -2.96 -3.81  0.36
H: 1.13 -1.48 -3.91  0.55
H: -0.89 -3.33 -1.55  0.38
H: 0.59 -4.25 -1.78  0.41
H: 2.57 -2.66 -0.99  0.39
H: 2.63 -2.84 -2.76  0.41
C: 2.42 0.17 3.75  -1.04
C: 1.82 -0.39 2.61  -0.24
N: 1.27 0.35 1.66  0.60
C: 1.28 1.69 1.79  -0.02
C: 1.86 2.34 2.89  0.89
C: 2.44 1.53 3.89  -0.68
C: 1.84 3.77 2.97  -0.91
C: 1.28 4.50 2.00  -0.91
C: 0.67 3.87 0.86  1.05
C: 0.07 4.61 -0.17  -0.79
C: -0.49 3.95 -1.23  -1.21
C: -0.44 2.55 -1.25  -0.32
N: 0.13 1.82 -0.31  0.44
C: 0.68 2.47 0.74  -0.28
H: 2.86 -0.48 4.49  0.46
H: 1.79 -1.46 2.45  0.56
H: 2.90 2.00 4.75  0.42
H: 2.30 4.24 3.83  0.41
H: 1.26 5.58 2.05  0.40
H: 0.06 5.69 -0.12  0.42
H: -0.96 4.48 -2.04  0.45
H: -0.87 2.01 -2.09  0.67
N: -6.65 -1.51 1.82  -0.46
C: -5.55 -1.36 1.53  -0.17
C: -4.18 -1.18 1.15  0.74
C: -3.16 -1.81 1.86  -1.02
C: -1.85 -1.60 1.46  -0.30
N: -1.53 -0.82 0.42  0.58
C: -2.51 -0.22 -0.26  -0.26
C: -3.85 -0.37 0.07  -1.03
H: -3.38 -2.45 2.70  0.49
H: -1.03 -2.09 1.96  0.55
H: -2.21 0.38 -1.10  0.43
H: -4.61 0.12 -0.51  0.50



Entry from the OMol25 dataset: C24H21N6O2S5W as an isolated structure (wB97M-V/def2-TZVPD).

**E_LUMO (spin up / spin down)**: -4.7 / -4.7 eV
**Orbital gap (spin up / spin down)**: 5.44 / 5.44 eV
**Spin multiplicity**: 1
**Charge**: +1
**Relative energy (zero: lowest compared OMol25 entry of this formula, charge and spin)**: 0.000 eV

Last column: Mulliken charge in e.
Geometry (Å):
W: -0.67 0.61 -0.95  0.77
C: 3.02 -2.45 2.69  -0.95
C: 3.07 -0.95 2.85  -0.49
N: 2.87 -0.22 1.59  -0.01
C: 1.67 0.02 1.06  -0.04
S: 1.62 1.06 -0.35  -0.49
N: 0.61 -0.50 1.64  -0.87
N: -0.54 0.02 1.08  0.27
C: -1.59 0.06 1.82  0.96
C: -1.72 -0.57 3.16  -1.70
C: -2.62 0.95 1.28  0.83
C: -3.79 1.23 1.96  -0.72
C: -4.67 2.17 1.44  -0.52
C: -4.33 2.81 0.26  -0.85
C: -3.15 2.48 -0.37  0.21
N: -2.30 1.57 0.12  -0.10
H: 3.25 -2.93 3.64  0.39
H: 3.74 -2.80 1.95  0.24
H: 2.03 -2.78 2.37  0.26
H: 4.04 -0.63 3.23  0.44
H: 2.31 -0.61 3.54  0.25
H: 3.66 0.19 1.12  0.29
H: -0.90 -1.25 3.33  0.37
H: -2.66 -1.12 3.21  0.47
H: -1.73 0.18 3.95  0.36
H: -4.01 0.71 2.88  0.42
H: -5.59 2.40 1.95  0.45
H: -4.97 3.56 -0.18  0.44
H: -2.88 2.94 -1.31  0.34
S: -2.73 -0.64 -1.71  -0.42
C: -1.57 -1.89 -1.67  0.49
N: -0.40 -1.56 -1.17  -0.07
C: 0.52 -2.63 -1.24  -0.72
C: 1.86 -2.61 -0.89  0.12
C: 2.60 -3.77 -1.04  -1.11
C: 2.01 -4.94 -1.53  -0.71
C: 0.68 -4.96 -1.90  -0.46
C: -0.06 -3.79 -1.76  1.00
S: -1.72 -3.51 -2.19  -0.24
H: 2.33 -1.70 -0.55  0.47
H: 3.65 -3.77 -0.79  0.47
H: 2.61 -5.84 -1.64  0.41
H: 0.23 -5.86 -2.30  0.42
O: 2.32 -0.76 -3.25  -0.56
S: 1.07 -0.63 -3.91  1.04
O: 0.33 -1.78 -4.34  -0.56
N: 0.05 0.37 -2.99  0.22
C: -0.11 1.54 -3.53  1.15
S: -0.84 2.67 -2.51  -0.43
C: 0.46 1.69 -4.88  0.05
C: 0.35 2.74 -5.77  -0.75
C: 0.97 2.60 -7.01  -0.56
C: 1.68 1.44 -7.33  -0.62
C: 1.78 0.38 -6.43  -0.67
C: 1.15 0.54 -5.21  0.28
H: -0.20 3.63 -5.52  0.44
H: 0.91 3.40 -7.73  0.41
H: 2.16 1.36 -8.29  0.41
H: 2.33 -0.52 -6.68  0.49



Entry from the OMol25 dataset: an isolated molecule of C24H21NO3 (wB97M-V/def2-TZVPD).

**E_LUMO**: 0.3 eV
**Orbital gap**: 8.74 eV
**Spin multiplicity**: 1
**Charge**: 0
**Relative energy (zero: lowest compared OMol25 entry of this formula, charge and spin)**: 0.000 eV

Last column: Mulliken charge in e.
Geometry (Å):
O: -1.52 -2.23 1.50  -0.68
C: -0.92 -2.13 0.44  -0.35
N: 0.16 -2.87 0.11  -0.17
C: 0.89 -3.62 1.11  -0.95
C: 1.83 -2.71 1.92  -0.94
C: 2.69 -1.90 0.99  -0.08
C: 3.88 -2.41 0.50  -0.39
C: 4.63 -1.69 -0.41  -0.60
C: 4.20 -0.44 -0.84  -0.49
C: 3.01 0.08 -0.35  -0.84
C: 2.26 -0.64 0.56  0.38
C: -1.31 -1.17 -0.60  1.04
O: -0.56 -1.10 -1.75  -0.40
C: -1.06 -0.08 -2.48  -0.13
C: -0.62 0.37 -3.71  -1.29
C: -1.28 1.45 -4.26  -0.32
C: -2.35 2.07 -3.60  -0.79
C: -2.79 1.62 -2.37  -0.25
C: -2.13 0.53 -1.80  1.23
C: -2.28 -0.20 -0.58  0.20
C: -3.28 0.09 0.49  -0.77
O: -3.29 1.47 0.82  -0.47
C: -2.17 2.01 1.40  0.49
C: -2.13 3.40 1.44  -0.53
C: -1.05 4.05 2.00  -0.38
C: 0.00 3.32 2.53  -0.67
C: -0.05 1.93 2.50  -0.76
C: -1.12 1.27 1.94  -0.20
H: 0.66 -2.62 -0.72  0.41
H: 0.16 -4.08 1.78  0.41
H: 1.46 -4.40 0.60  0.46
H: 2.44 -3.32 2.58  0.50
H: 1.21 -2.04 2.54  0.31
H: 4.22 -3.38 0.83  0.43
H: 5.56 -2.09 -0.79  0.38
H: 4.78 0.12 -1.55  0.40
H: 2.67 1.05 -0.68  0.49
H: 1.34 -0.23 0.94  0.45
H: 0.21 -0.11 -4.22  0.46
H: -0.97 1.83 -5.22  0.41
H: -2.83 2.91 -4.06  0.39
H: -3.61 2.10 -1.85  0.50
H: -4.29 -0.10 0.11  0.39
H: -3.10 -0.54 1.36  0.47
H: -2.96 3.95 1.02  0.43
H: -1.03 5.13 2.03  0.37
H: 0.85 3.82 2.97  0.41
H: 0.77 1.36 2.92  0.44
H: -1.15 0.20 1.94  0.59



Entry from the OMol25 dataset: C24H22BiN10O2S as an isolated structure (wB97M-V/def2-TZVPD).

**E_LUMO (spin up / spin down)**: -4.1 / -4.1 eV
**Orbital gap (spin up / spin down)**: 5.59 / 5.59 eV
**Spin multiplicity**: 1
**Charge**: +1
**Relative energy (zero: lowest compared OMol25 entry of this formula, charge and spin)**: 5.112 eV

Last column: Mulliken charge in e.
Geometry (Å):
Bi: 0.56 -0.29 -1.18  1.35
C: -0.99 3.64 -0.55  -0.61
C: -0.02 2.70 -0.88  -0.18
N: 0.21 1.60 -0.13  -0.39
C: -0.58 1.46 0.97  0.40
C: -1.55 2.40 1.29  -0.68
N: -1.78 3.51 0.54  -0.56
C: -0.24 0.27 1.71  0.51
C: -0.57 -0.01 3.04  -0.70
C: -0.01 -1.12 3.68  0.63
C: 0.85 -1.93 2.92  -0.57
C: 1.11 -1.60 1.59  0.39
N: 0.56 -0.53 0.98  -0.23
C: 2.04 -2.25 0.70  0.17
C: 2.67 -3.47 0.87  -0.51
N: 3.53 -3.99 -0.05  -0.57
C: 3.72 -3.23 -1.15  -0.40
C: 3.09 -2.01 -1.32  -0.08
N: 2.24 -1.49 -0.41  -0.38
C: -0.26 -1.41 5.11  0.46
C: -0.37 -2.72 5.59  -0.54
C: -0.57 -2.93 6.95  -0.37
N: -0.70 -1.94 7.85  -0.58
C: -0.60 -0.69 7.39  -0.42
C: -0.38 -0.37 6.05  -0.49
H: -1.16 4.51 -1.16  0.46
H: 0.61 2.81 -1.76  0.96
H: -2.19 2.30 2.15  0.42
H: -1.23 0.66 3.58  0.52
H: 1.36 -2.77 3.38  0.62
H: 2.51 -4.09 1.74  0.35
H: 4.40 -3.62 -1.89  0.40
H: 3.25 -1.40 -2.21  0.63
H: -0.29 -3.58 4.93  0.47
H: -0.65 -3.94 7.35  0.37
H: -0.70 0.10 8.13  0.37
H: -0.29 0.67 5.77  0.45
N: 1.32 -0.88 -4.79  -0.38
C: 0.69 -1.70 -3.94  0.69
N: -0.57 -2.03 -4.29  -0.38
S: 1.40 -2.27 -2.56  -0.70
H: 0.89 -0.53 -5.64  0.18
H: 2.27 -0.60 -4.58  0.19
H: -1.01 -1.69 -5.13  0.21
H: -1.10 -2.65 -3.69  0.20
C: -0.78 3.86 -4.56  -0.93
N: -1.27 2.97 -3.53  0.34
C: -2.56 3.06 -3.10  -0.16
C: -3.00 2.23 -2.16  -0.83
C: -2.06 1.24 -1.59  0.54
O: -2.52 0.50 -0.72  -0.65
N: -0.81 1.20 -2.04  -0.61
C: -0.37 2.03 -3.00  0.48
O: 0.79 2.00 -3.42  -0.65
H: -1.56 4.55 -4.90  0.32
H: -0.43 3.27 -5.41  0.28
H: 0.06 4.44 -4.17  0.31
H: -3.21 3.80 -3.55  0.36
H: -4.01 2.24 -1.77  0.48
H: 0.25 -0.30 -3.02  0.05



Computed max |F| (eV/Å) in order:
2.1, 0.9, 0.7, 1.3, 0.1, 2.3, 1.3, 5.9